Computed, not measured: the ion C7H8BrN2 with charge +1 in a non-equilibrium geometry, with wB97M-V/def2-TZVPD.

Summary:
SMILES string: BrC1=CC=CN2CC[NH+]=C12
HOMO energy (eV): -13.28
Frontier orbital gap (eV): 9.114
Net charge: +1
Electronic energy (eV): -80404.4887

Last column: Löwdin charge in e.
CARTESIAN COORDINATES (ANGSTROEM)
Br: -1.800 0.356 3.037  0.85
C: -0.754 0.800 1.520  -0.58
C: -0.687 2.056 0.989  -0.07
C: -0.031 2.352 -0.213  -0.04
C: 0.455 1.314 -0.956  0.00
N: 0.338 0.045 -0.456  -0.02
C: 0.560 -1.158 -1.271  -0.05
C: 0.461 -2.269 -0.198  -0.06
N: -0.430 -1.594 0.790  0.11
C: -0.236 -0.245 0.717  -0.27
H: -1.190 2.966 1.519  0.17
H: 0.094 3.341 -0.699  0.14
H: 0.913 1.473 -1.999  0.18
H: 1.510 -0.886 -1.728  0.14
H: -0.174 -1.115 -2.069  0.14
H: 0.050 -3.086 -0.793  0.14
H: 1.430 -2.469 0.062  0.10
H: -0.510 -1.879 1.749  0.12

=====

Computed, not measured: an isolated molecule of C7H8BrNO2 in a non-equilibrium geometry, with wB97M-V/def2-TZVPD.

Summary:
SMILES string: CC1=NO[C@@H](CC=C=O)[C@@H]1Br
HOMO energy (eV): -9.25
Frontier orbital gap (eV): 9.344
Net charge: 0
Electronic energy (eV): -83011.7135

Last column: Löwdin charge in e.
CARTESIAN COORDINATES (ANGSTROEM)
C: 2.461 -1.088 -0.412  -0.06
C: 1.506 -0.014 -0.655  -0.40
N: 0.868 0.070 -1.781  0.11
O: -0.228 0.861 -1.668  -0.08
C: -0.495 1.306 -0.356  -0.48
C: -1.732 0.836 0.336  -0.15
C: -1.855 -0.668 0.265  -0.10
C: -2.128 -1.560 1.139  -0.16
O: -2.589 -2.515 1.708  0.13
C: 0.705 0.791 0.393  -0.65
Br: 1.702 2.292 1.023  0.76
H: 2.673 -1.559 -1.442  0.10
H: 1.838 -1.981 0.035  0.12
H: 3.448 -0.924 0.112  0.09
H: -0.635 2.335 -0.246  0.10
H: -2.531 1.414 -0.309  0.16
H: -1.472 1.367 1.317  0.15
H: -1.971 -0.968 -0.828  0.17
H: 0.437 0.005 1.367  0.18